DFT (the ωB97M-V functional and the def2-TZVPD basis) results for 4 unconnected molecules or ions with the total composition C2H14N2O3.

Element x y z (Å)
C1 0.249 -2.342 2.028
N1 0.770 -1.158 1.315
C2 0.519 -1.143 -0.153
N2 0.887 0.086 -0.782
H1 0.502 -2.341 3.110
H2 0.736 -3.301 1.706
H3 -0.827 -2.402 1.550
H4 1.820 -1.152 1.495
H5 0.948 -2.042 -0.612
H6 -0.558 -1.305 -0.391
H7 1.788 0.002 -1.420
H8 1.089 0.826 -0.101
H9 -0.028 1.015 2.144
H10 0.298 2.435 1.806
O1 0.313 1.809 2.542
H11 -0.022 -0.456 -2.901
H12 -1.398 0.094 -3.168
O2 -0.802 -0.517 -3.467
H13 -2.142 3.302 -0.692
H14 -0.828 2.550 -0.768
O3 -1.709 2.606 -1.168

Computed properties:
- Lowest unoccupied orbital energy: 0.3820 eV
- Structure (SMILES): CNCN.O.O.O
- Relative energy (zero: lowest compared OMol25 entry of this formula, charge and spin): 43.99 kcal per mole
- M: 114.145 Da
- HOMO level: -9.4 eV
- Multiplicity: 1

---

DFT (the ωB97M-V functional and the def2-TZVPD basis) results for a molecular structure, C23H29F10N6OPS3SbW.

Element x y z (Å)
W1 0.955 0.093 1.744
C1 -0.073 2.825 -2.348
N1 -0.493 1.998 -1.236
C2 -1.153 0.773 -1.643
C3 -0.193 -0.289 -2.192
N2 1.013 -0.477 -1.378
C4 2.208 0.157 -1.784
C5 2.905 -0.477 -2.815
F1 2.402 -1.586 -3.358
C6 4.103 0.005 -3.302
F2 4.732 -0.629 -4.288
C7 4.666 1.138 -2.742
F3 5.828 1.601 -3.190
C8 4.004 1.786 -1.719
F4 4.524 2.890 -1.185
C9 2.782 1.317 -1.269
F5 2.182 2.041 -0.322
C10 -1.158 2.754 -0.179
C11 -0.340 2.850 1.116
N3 -0.351 1.586 1.874
C12 -1.482 1.443 2.716
C13 -2.506 0.547 2.426
F6 -2.432 -0.218 1.332
C14 -3.598 0.394 3.258
F7 -4.556 -0.481 2.959
C15 -3.699 1.158 4.409
F8 -4.750 1.019 5.209
C16 -2.704 2.065 4.718
F9 -2.790 2.801 5.823
C17 -1.613 2.197 3.876
F10 -0.651 3.063 4.207
H1 -0.921 3.261 -2.900
H2 0.521 2.241 -3.054
H3 0.559 3.641 -1.993
H4 -1.925 0.943 -2.412
H5 -1.654 0.354 -0.772
H6 0.155 -0.051 -3.198
H7 -0.716 -1.246 -2.249
H8 -2.130 2.309 0.060
H9 -1.366 3.772 -0.525
H10 -0.757 3.638 1.749
H11 0.686 3.131 0.891
S1 3.149 0.199 5.546
Sb1 2.662 1.404 3.769
S2 3.226 0.047 1.757
S3 0.340 -1.304 3.208
C18 -1.815 -4.356 -4.232
N4 -1.660 -4.769 -2.854
C19 -2.431 -5.944 -2.504
P1 -0.395 -4.095 -1.949
O1 0.684 -0.363 -0.044
N5 -1.111 -4.277 -0.382
C20 -0.207 -4.014 0.732
C21 -2.333 -3.498 -0.227
N6 0.862 -5.211 -1.763
C22 0.666 -6.575 -1.313
C23 2.060 -5.020 -2.555
H12 -2.863 -4.122 -4.451
H13 -1.496 -5.135 -4.935
H14 -1.218 -3.463 -4.422
H15 -3.495 -5.772 -2.704
H16 -2.316 -6.163 -1.445
H17 -2.123 -6.824 -3.084
H18 0.658 -4.671 0.708
H19 -0.742 -4.182 1.670
H20 0.149 -2.974 0.735
H21 -3.011 -3.682 -1.058
H22 -2.134 -2.415 -0.173
H23 -2.835 -3.786 0.699
H24 0.494 -7.264 -2.150
H25 -0.185 -6.627 -0.637
H26 1.551 -6.923 -0.772
H27 2.127 -3.982 -2.880
H28 2.075 -5.663 -3.446
H29 2.951 -5.253 -1.963

Computed properties:
- Lowest unoccupied orbital energy (alpha / beta): -1.2398 / -2.2193 eV
- <S²>: 0.80
- Relative energy (zero: lowest compared OMol25 entry of this formula, charge and spin): 97.78 kcal per mole
- M: 1028.281 Da
- HOMO level (alpha / beta): -7.9 / -7.9 eV
- Multiplicity: 2

---

DFT (the ωB97M-V functional and the def2-TZVPD basis) results for C4H6O2 in the gas phase.

Element x y z (Å)
C1 1.235 0.708 -0.895
C2 0.813 0.014 0.334
O1 1.559 -0.600 1.115
C3 -0.585 -0.118 0.933
C4 -1.682 -0.671 0.305
O2 0.232 -1.113 1.946
H1 1.233 1.789 -0.710
H2 2.220 0.401 -1.248
H3 0.457 0.509 -1.642
H4 -0.785 0.768 1.545
H5 -1.573 -1.520 -0.363
H6 -2.682 -0.351 0.569

Computed properties:
- Lowest unoccupied orbital energy (alpha / beta): -0.5347 / 0.2956 eV
- Relative energy (zero: lowest compared OMol25 entry of this formula, charge and spin): 162.57 kcal per mole
- M: 86.090 Da
- HOMO level (alpha / beta): -7.4 / -8.1 eV
- Multiplicity: 1

---

DFT (the ωB97M-V functional and the def2-TZVPD basis) results for 2 unconnected molecules or ions with the total composition C9H18B2BrF7N2O5.

Element x y z (Å)
O1 2.963 4.510 1.498
N1 3.663 4.010 0.625
O2 2.944 3.076 -0.075
C1 3.955 2.087 -0.464
B1 3.380 0.852 -1.417
Br1 5.088 -0.027 -2.140
B2 2.736 -0.271 -0.412
O3 2.249 0.081 0.963
O4 2.633 -1.678 -0.846
C2 2.545 1.293 -2.722
F1 2.967 0.386 -3.854
F2 3.049 2.656 -3.137
C3 0.932 1.304 -2.701
F3 0.279 -0.059 -2.674
F4 0.528 1.827 -4.067
C4 0.211 2.361 -1.660
F5 0.661 3.789 -1.860
F6 -1.243 2.383 -2.081
F7 0.195 1.936 -0.246
H1 4.363 1.583 0.537
H2 4.894 2.548 -1.018
H3 3.027 -0.008 1.596
H4 3.474 -2.196 -0.678
C5 -2.399 -2.510 2.513
N2 -2.052 -1.647 1.297
C6 -0.804 -2.234 0.641
C7 -1.747 -0.231 1.756
C8 -3.196 -1.672 0.248
C9 -4.530 -1.071 0.726
O5 -5.045 -1.778 1.846
H5 -1.483 -2.674 3.085
H6 -3.110 -1.977 3.146
H7 -2.801 -3.464 2.160
H8 0.013 -2.220 1.369
H9 -0.548 -1.619 -0.227
H10 -1.025 -3.261 0.335
H11 -2.613 0.168 2.289
H12 -1.522 0.377 0.875
H13 -0.884 -0.264 2.429
H14 -3.334 -2.724 -0.025
H15 -2.833 -1.120 -0.627
H16 -5.263 -1.146 -0.084
H17 -4.425 -0.015 0.988
H18 -5.895 -1.364 2.091

Computed properties:
- Lowest unoccupied orbital energy: -0.6157 eV
- M: 468.766 Da
- HOMO level: -8.1 eV
- Multiplicity: 1

---

DFT (the ωB97M-V functional and the def2-TZVPD basis) results for C5H6BrIN2O in the gas phase.

Element x y z (Å)
C1 -1.602 0.683 -0.523
C2 -1.477 -0.501 0.159
C3 0.739 -1.116 -0.222
C4 0.478 0.702 -1.611
C5 0.910 0.198 1.768
N1 -0.761 0.959 -1.526
N2 -0.511 -1.382 -0.162
O1 1.503 -0.467 0.674
Br1 -2.984 -1.203 1.069
I1 1.296 0.658 -3.576
H1 -2.533 1.229 -0.526
H2 1.355 -1.793 -0.811
H3 1.259 0.919 -0.905
H4 0.109 -0.399 2.217
H5 0.509 1.178 1.478
H6 1.710 0.336 2.497

Computed properties:
- Lowest unoccupied orbital energy: -0.1460 eV
- Structure (SMILES): CO\C=N/C(Br)=C\N=C\I
- Relative energy (zero: lowest compared OMol25 entry of this formula, charge and spin): 19.76 kcal per mole
- M: 316.924 Da
- HOMO level: -8.1 eV
- Multiplicity: 1

---

DFT (the ωB97M-V functional and the def2-TZVPD basis) results for C3H7NO2 in the gas phase.

Element x y z (Å)
C1 -0.992 -0.203 0.324
N1 -0.233 0.367 -0.779
C2 0.789 1.205 -0.532
O1 1.477 1.478 -1.676
O2 1.096 1.672 0.539
C3 -0.349 -1.441 0.945
H1 -1.977 -0.461 -0.061
H2 -1.084 0.555 1.101
H3 -0.310 -0.095 -1.674
H4 2.029 2.250 -1.448
H5 -0.674 -1.598 1.964
H6 -0.511 -2.360 0.362
H7 0.738 -1.369 0.935

Computed properties:
- Lowest unoccupied orbital energy: 0.8379 eV
- Structure (SMILES): CCNC(=O)O
- Relative energy (zero: lowest compared OMol25 entry of this formula, charge and spin): 1.85 kcal per mole
- M: 89.094 Da
- HOMO level: -10.0 eV
- Multiplicity: 1

---

DFT (the ωB97M-V functional and the def2-TZVPD basis) results for 14 unconnected molecules or ions with the total composition C6H41NO14.

Element x y z (Å)
C1 1.236 -0.208 0.345
C2 2.148 -1.118 -0.543
C3 2.704 -2.375 0.225
O1 3.247 -0.435 -1.004
C4 -0.041 -0.951 0.746
N1 -1.065 -0.442 -0.211
C5 -2.173 -1.390 -0.540
C6 -3.119 -0.888 -1.712
H1 1.816 0.006 1.278
H2 0.979 0.784 -0.032
H3 1.534 -1.295 -1.438
H4 2.436 -2.365 1.342
H5 3.752 -2.563 0.077
H6 2.281 -3.189 -0.343
H7 4.034 -0.133 -0.412
H8 -0.378 -0.610 1.768
H9 0.029 -2.064 0.909
H10 -0.650 0.068 -1.017
H11 -1.950 -2.407 -0.791
H12 -2.640 -1.448 0.467
H13 -4.006 -1.351 -1.486
H14 -3.342 0.155 -1.671
H15 -2.834 -1.055 -2.794
H16 -1.449 3.177 -1.545
H17 -2.270 3.460 -0.257
O2 -1.737 3.753 -0.825
H18 -2.108 2.143 2.223
H19 -0.841 2.536 3.238
O3 -1.802 2.130 3.208
H20 -0.182 4.195 -0.319
H21 0.795 4.893 0.665
O4 0.676 4.052 0.192
H22 0.841 -2.071 3.952
H23 -0.433 -1.242 3.633
O5 0.125 -2.029 3.354
H24 1.497 2.134 2.735
H25 1.052 3.152 1.620
O6 1.086 2.941 2.614
H26 -0.170 -4.741 2.286
H27 -0.718 -3.361 2.477
O7 -0.931 -4.179 2.120
H28 -0.623 0.179 5.188
H29 -0.875 1.011 3.785
O8 -0.346 0.369 4.292
H30 1.557 3.393 -3.294
H31 1.051 3.687 -1.925
O9 0.750 3.435 -2.868
H32 0.397 -3.321 -2.554
H33 0.499 -1.892 -2.952
O10 0.643 -2.808 -3.318
H34 2.947 0.774 -4.255
H35 2.716 0.055 -3.032
O11 2.315 0.693 -3.606
H36 -3.453 1.339 0.835
H37 -2.258 1.030 0.173
O12 -2.627 1.857 0.713
H38 -0.034 1.346 -2.885
H39 0.215 0.344 -3.880
O13 -0.303 0.536 -3.130
H40 -0.734 -4.143 0.347
H41 -1.120 -4.427 -1.139
O14 -0.397 -4.252 -0.569

Computed properties:
- Lowest unoccupied orbital energy: 0.3073 eV
- Relative energy (zero: lowest compared OMol25 entry of this formula, charge and spin): 110.97 kcal per mole
- M: 351.387 Da
- HOMO level: -8.9 eV
- Multiplicity: 1

---

DFT (the ωB97M-V functional and the def2-TZVPD basis) results for CH2O in the gas phase.

Element x y z (Å)
C1 -0.012 -0.021 -0.071
H1 -0.715 -1.005 0.050
H2 -0.458 1.074 0.044
O1 1.185 -0.048 -0.022

Computed properties:
- Lowest unoccupied orbital energy: 0.8280 eV
- Structure (SMILES): C=O
- Relative energy (zero: lowest compared OMol25 entry of this formula, charge and spin): 8.57 kcal per mole
- M: 30.026 Da
- HOMO level: -10.2 eV
- Multiplicity: 1

---

Number 1: maximum force 3.928 eV/Å. Number 2: maximum force 0.733 eV/Å. Number 3: maximum force 3.501 eV/Å. Number 4: maximum force 5.887 eV/Å. Number 5: maximum force 1.830 eV/Å. Number 6: maximum force 1.065 eV/Å. Number 7: maximum force 12.150 eV/Å. Number 8: maximum force 2.584 eV/Å.